No. 1
Formula: C5H18N3
Source: the OMol25 dataset
Level of theory: wB97M-V/def2-TZVPD

As for the total charge: +1. The value obtained for the energy relative to the best compared isomer or geometry (same formula, charge and spin) is 46.6 kJ/mol.

Geometry as XYZ:
```
26
C5H18N3, DFT wB97M-V/def2-TZVPD
C -1.995 -0.079 2.469
N -1.964 0.884 3.562
C -0.782 0.144 1.570
N -0.808 -0.670 0.335
H -2.918 -0.091 1.873
H -1.902 -1.080 2.905
H -1.946 1.829 3.195
H -2.787 0.779 4.141
H 0.110 -0.118 2.136
H -0.756 1.189 1.255
H 0.316 -0.155 -0.563
H -0.695 -1.659 0.522
H -1.679 -0.530 -0.165
C 2.063 -1.795 -1.791
C 1.527 -0.483 -2.322
N 1.123 0.404 -1.191
C 0.541 1.709 -1.575
H 2.692 -2.287 -2.526
H 1.264 -2.479 -1.505
H 2.663 -1.618 -0.893
H 0.608 -0.617 -2.899
H 2.222 0.050 -2.968
H 1.918 0.555 -0.573
H 0.697 2.415 -0.764
H 1.015 2.099 -2.473
H -0.528 1.603 -1.753
```

***

No. 2
Formula: C2H7N2
Source: the OMol25 dataset
Level of theory: wB97M-V/def2-TZVPD

As for the total charge: +1. The value obtained for the energy relative to the best compared isomer or geometry (same formula, charge and spin) is 112.7 kJ/mol.

Geometry as XYZ:
```
11
C2H7N2, DFT wB97M-V/def2-TZVPD
N -0.338 -1.782 0.623
C -0.339 -0.441 0.443
C 0.356 0.216 -0.497
N 0.302 1.710 -0.445
H -0.893 -2.212 1.345
H -0.329 -2.367 -0.202
H -0.859 0.122 1.203
H 1.098 -0.240 -1.123
H 0.790 2.088 0.365
H -0.668 1.977 -0.242
H 0.583 2.118 -1.334
```

***

No. 3
Formula: H26N3O27S5Zn2
Source: the OMol25 dataset
Level of theory: wB97M-V/def2-TZVPD

As for the total charge: -3. The value obtained for the energy relative to the best compared isomer or geometry (same formula, charge and spin) is 0.0 kJ/mol.

Geometry as XYZ:
```
63
H26N3O27S5Zn2, DFT wB97M-V/def2-TZVPD
Zn -16.801 14.338 16.865
Zn -19.790 15.315 14.157
N -16.806 13.599 11.518
H -15.998 13.099 11.176
H -17.256 12.922 12.118
H -17.330 14.040 10.775
H -16.538 14.332 12.159
N -21.073 11.762 16.396
H -20.935 12.542 17.023
H -21.516 11.073 16.987
H -20.224 11.448 15.950
H -21.766 11.965 15.690
N -17.291 10.905 17.697
H -17.415 9.908 17.800
H -17.124 11.143 16.729
H -16.493 11.307 18.167
H -18.161 11.347 17.959
S -18.141 12.459 14.700
O -19.029 13.583 14.447
O -17.157 12.856 15.693
O -18.815 11.356 15.261
O -17.455 12.009 13.477
S -14.655 13.178 18.783
O -15.088 13.678 17.470
O -13.400 12.434 18.630
O -14.431 14.341 19.641
O -15.705 12.365 19.333
S -22.817 14.024 14.542
O -23.488 14.630 13.367
O -23.536 14.247 15.768
O -22.772 12.576 14.330
O -21.440 14.448 14.731
S -19.407 13.271 18.686
O -18.177 13.654 17.980
O -20.500 13.867 17.964
O -19.461 11.792 18.611
O -19.393 13.754 20.051
S -16.629 15.973 13.978
O -18.055 15.878 13.577
O -16.343 17.373 14.168
O -16.384 15.303 15.271
O -15.758 15.414 12.970
O -19.652 12.829 11.439
H -19.141 12.021 11.416
H -20.499 12.568 11.801
O -18.268 8.845 15.008
H -18.331 8.531 15.909
H -18.396 9.791 15.073
O -18.118 10.412 11.575
H -18.400 9.502 11.663
H -18.009 10.718 12.475
O -15.057 11.198 12.976
H -15.181 10.336 12.579
H -15.944 11.509 13.156
O -21.023 11.099 13.229
H -21.669 11.697 13.606
H -20.185 11.547 13.345
O -19.270 15.548 16.338
H -18.768 16.205 16.820
H -19.743 15.064 17.014
O -14.722 11.095 16.042
H -15.128 11.203 15.182
H -14.551 11.988 16.341
```

***

No. 4
Formula: C7H15BF3O4
Source: the OMol25 dataset
Level of theory: wB97M-V/def2-TZVPD

As for the total charge: -1.

Geometry as XYZ:
```
30
C7H15BF3O4, DFT wB97M-V/def2-TZVPD
O -3.297 2.582 -0.430
C -2.366 2.441 0.636
C -1.181 1.525 0.299
C -1.409 0.000 0.210
C -0.184 -0.681 -0.481
O -0.726 -1.519 -1.465
B -2.024 -0.895 -1.849
O -2.531 -0.359 -0.523
C -3.189 2.051 1.876
F -4.309 1.387 1.608
F -3.566 3.173 2.561
F -2.482 1.317 2.765
H -2.943 3.242 -1.037
H -1.962 3.434 0.886
H -0.836 1.869 -0.690
H -0.364 1.726 1.011
H -1.428 -0.374 1.251
H 0.496 0.074 -0.926
H 0.397 -1.278 0.240
H -2.779 -1.724 -2.341
H -1.834 0.078 -2.629
C 4.805 -2.585 0.382
C 3.914 -1.951 -0.673
O 3.209 -0.823 -0.182
H 4.212 -2.874 1.250
H 5.308 -3.471 -0.010
H 5.571 -1.880 0.717
H 3.145 -2.651 -0.995
H 4.505 -1.678 -1.555
H 3.846 -0.158 0.096
```

***

Summary of Kohn-Sham gap in eV
9.82; 9.73; 5.77; 6.47
(order as listed above)
Summary of max |F| in eV/A
0.78; 1.35; 5.10; 0.58
(order as listed above)